No. 1
DFT (the ωB97M-V functional and the def2-TZVPD basis) results for a 3-piece molecular cluster, C6H15N3 overall.

* HOMO-LUMO gap: 7.877 eV
* calculated total energy: -401.68948 a.u.
* HOMO level: -7.01 eV
* energy relative to the best compared isomer or geometry (same formula, charge and spin): 124.1 kcal/mol

ORCA input file:
```
! RIJCOSX wB97M-V def2-TZVPD def2/J DEFGRID3
* xyz 0 1
C 0.729 1.590 -0.827
C -0.728 -2.300 0.962
C 2.030 2.117 -0.293
C -0.421 2.555 -0.794
C -1.105 -3.521 0.179
N 0.432 -0.073 0.411
C -0.412 -0.652 -0.345
N 0.173 0.362 1.706
N -0.779 -0.786 -1.523
H 0.823 1.063 -1.772
H -0.485 1.138 1.704
H 1.050 0.664 2.114
H -1.307 -1.635 -1.702
H -1.520 -1.838 1.544
H 0.177 -2.393 1.551
H -1.334 2.106 -1.184
H 1.922 2.465 0.739
H 2.386 2.978 -0.876
H 2.814 1.360 -0.335
H -0.222 3.444 -1.409
H -0.607 2.927 0.220
H -0.309 -3.815 -0.510
H -2.022 -3.371 -0.395
H -1.286 -4.385 0.834
*
```

Atomic partial charges in e from the Löwdin method, atoms 1 to 6: atom 1 (C): -0.23, atom 2 (C): -0.13, atom 3 (C): -0.12, atom 4 (C): -0.10, atom 5 (C): -0.19, atom 6 (N): -0.05



No. 2
DFT (the ωB97M-V functional and the def2-TZVPD basis) results for a 2-piece molecular cluster, C6H15N3O overall.

* HOMO-LUMO gap: 8.784 eV
* calculated total energy: -476.97649 a.u.
* HOMO level: -7.95 eV
* energy relative to the best compared isomer or geometry (same formula, charge and spin): 103.2 kcal/mol

ORCA input file:
```
! RIJCOSX wB97M-V def2-TZVPD def2/J DEFGRID3
* xyz 0 1
C 1.117 1.160 0.244
C 1.902 -0.026 -0.221
C 0.788 2.211 -0.669
C 1.125 1.426 1.716
C -1.262 -2.980 -1.312
N -0.944 0.527 0.019
N -1.118 -0.609 -0.789
C -0.983 -1.879 -0.306
N -2.000 0.570 0.988
O -0.595 -2.121 0.826
H -1.640 -0.469 -1.644
H -1.794 -0.111 1.721
H -1.959 1.489 1.417
H 1.716 -0.238 -1.274
H 2.970 0.200 -0.113
H 1.671 -0.910 0.371
H 1.204 2.140 -1.670
H 0.758 3.221 -0.264
H -0.412 1.720 -0.686
H 0.406 2.200 1.988
H 2.118 1.785 2.011
H 0.909 0.518 2.279
H -1.667 -2.623 -2.259
H -0.335 -3.522 -1.498
H -1.975 -3.679 -0.875
*
```

Atomic partial charges in e from the Löwdin method, atoms 1 to 6: atom 1 (C): -0.38, atom 2 (C): -0.06, atom 3 (C): -0.10, atom 4 (C): -0.06, atom 5 (C): 0.00, atom 6 (N): -0.20